54
Properties=species:S:1:pos:R:3 method="wB97M-V/def2-TZVPD" s2=8.828 spin_multiplicity=6 charge=-1 total_energy_ev=-129788.58601 fmax_ev_per_a=0.58 relative_energy_ev=1.145 gap_ev="3.58 / 5.03"
Pd 0.93949 -0.90957 0.10041
I -6.70369 0.26148 1.31771
C -4.79021 0.26722 0.49494
C -4.30282 1.43881 -0.07144
C -3.04208 1.43199 -0.61344
I -2.26495 3.12947 -1.49948
C -2.20799 0.23413 -0.61536
O -1.11447 0.23136 -1.19166
C -2.75721 -0.94757 0.05785
C -1.93471 -2.20049 0.19039
N -0.76285 -2.00940 1.05004
C -1.01894 -1.31360 2.31957
C -0.93999 0.17518 2.11223
C -1.87464 1.06068 2.57218
C -1.70493 2.45309 2.38558
C -0.47880 2.86612 1.79310
C 0.40699 1.93569 1.33042
N 0.18246 0.58430 1.40908
C -4.02501 -0.91566 0.55565
H -4.89983 2.33900 -0.08619
H -1.57390 -2.51856 -0.79064
H -2.58184 -2.98680 0.59742
H -0.24693 -2.87395 1.20656
H -0.22431 -1.63249 2.99789
H -1.98463 -1.59741 2.75580
H -2.74766 0.67127 3.08843
H -2.43764 3.16348 2.74166
H -0.23364 3.91591 1.68476
H 1.33729 2.22714 0.86196
H -4.43279 -1.79379 1.03820
S 0.97126 -2.83289 -2.22285
C 2.18375 -1.90591 -1.62885
Cl 3.07365 -2.42708 4.72840
C 3.62757 -2.69550 3.04125
C 2.47436 -2.42481 2.07516
O 1.58840 -3.27463 1.97765
O 2.56332 -1.31568 1.46313
H 3.93446 -3.73440 2.97034
H 4.45618 -2.01962 2.86272
C 1.79882 2.52643 -1.94676
Ge 2.20873 0.79773 -2.76792
C 3.81592 1.03422 -3.88089
C 0.74683 0.28492 -3.95548
C 2.59630 -0.60766 -1.46049
H 1.71888 3.29351 -2.72109
H 2.57474 2.82989 -1.24216
H 0.85018 2.46178 -1.41408
H 3.63381 1.80624 -4.63294
H 4.06194 0.10146 -4.39012
H 4.67608 1.33381 -3.27980
H 0.53724 1.09573 -4.65814
H -0.14713 0.07874 -3.37193
H 1.00566 -0.61268 -4.51695
H 3.46929 -0.48061 -0.82185